(1)
Molecular formula: C41H48N15NaO2Te
Method: DFT, ωB97M-V with the def2-TZVPD basis set

The geometry in XYZ format:
```
108
Properties=species:S:1:pos:R:3:forces:R:3:mulliken_charge:R:1
Na 0.206817 -0.361723 0.093800 -0.154 0.468 0.046 0.91
O -1.490447 3.079464 4.125330 0.063 0.052 -0.049 -0.81
C -0.730755 2.483896 3.304351 -0.013 0.048 0.091 -0.16
N -0.657233 2.584918 2.000646 0.075 0.025 -0.035 0.12
C -1.421782 3.693851 1.448371 -0.074 -0.103 0.040 -1.42
C -2.745277 3.273250 0.866751 -0.039 0.081 0.023 0.90
C -3.703870 2.706057 1.715195 0.003 -0.049 0.034 -0.50
C -4.903552 2.282579 1.186028 -0.029 -0.002 -0.012 -0.31
C -5.137057 2.454525 -0.175283 0.032 -0.020 -0.008 -0.54
C -4.148452 3.059043 -0.928891 0.046 0.027 0.023 -0.38
N -2.976044 3.466524 -0.433414 -0.042 -0.024 0.000 -0.51
C 0.328801 1.591030 3.927376 -0.081 -0.052 -0.024 0.35
C 1.203748 2.154261 4.858252 -0.034 -0.011 0.052 -0.90
C 2.186945 1.367658 5.422835 0.012 -0.055 -0.001 -0.54
C 2.261004 0.022805 5.076282 -0.058 0.107 0.036 -0.60
C 1.339844 -0.456578 4.164199 -0.076 0.063 0.078 -0.21
N 0.401887 0.304858 3.595250 -0.060 -0.169 -0.055 0.47
H -0.842852 4.171026 0.653545 -0.024 -0.028 -0.037 0.31
H -1.636549 4.435656 2.231373 0.038 0.052 -0.026 0.47
H -3.461646 2.615748 2.768401 0.039 -0.039 -0.018 0.46
H -5.651229 1.817514 1.820012 -0.003 0.012 0.000 0.38
H -6.050830 2.115332 -0.645962 -0.010 0.009 -0.008 0.37
H -4.299592 3.226109 -1.990995 0.023 -0.057 -0.031 0.48
H 1.089451 3.198413 5.116218 0.005 0.007 -0.024 0.44
H 2.900480 1.797099 6.117977 -0.008 0.000 0.011 0.35
H 3.024783 -0.632347 5.475301 0.003 0.003 -0.007 0.46
H 1.358236 -1.489879 3.840943 0.088 -0.003 -0.003 0.23
N 1.476696 -4.599168 0.662098 0.059 -0.030 -0.016 0.28
C 0.828879 -3.540585 1.167427 0.004 -0.028 0.058 -1.17
N 1.671917 -2.705907 1.723229 0.055 -0.134 0.368 0.24
C 2.876561 -3.313282 1.516180 0.149 0.082 -0.028 0.25
N 2.801626 -4.455158 0.860708 0.008 -0.031 -0.080 -0.96
C 4.183599 -2.787317 1.969003 -0.219 -0.141 -0.286 0.21
C 5.365368 -3.412446 1.557726 -0.012 -0.100 -0.010 -0.22
N 6.558910 -3.042180 1.998518 -0.094 0.076 0.007 -0.74
C 6.554077 -2.003980 2.843283 0.039 -0.031 0.054 -0.38
C 5.393978 -1.344932 3.192682 -0.032 0.179 0.081 -0.30
N 4.195910 -1.713358 2.743608 0.114 -0.761 0.648 0.15
H 1.130546 -5.218344 -0.058369 -0.035 0.029 -0.029 0.38
H -0.241517 -3.431526 1.112888 0.023 0.035 -0.076 0.89
H 5.314575 -4.251537 0.874478 0.023 0.013 0.002 0.46
H 7.506978 -1.708469 3.268832 0.015 0.050 -0.066 0.37
H 5.408041 -0.482055 3.850929 0.040 0.045 -0.064 0.39
C -2.701586 -2.962679 2.350199 0.013 0.044 -0.008 -1.32
N -2.893374 -1.737741 1.602293 0.144 -0.025 -0.054 0.51
C -2.484511 -0.531687 2.312230 -0.171 0.002 0.044 -0.33
C -3.003887 -1.718186 0.233357 -0.148 -0.156 -0.062 0.20
N -2.646601 -0.674130 -0.422105 0.272 0.080 0.090 0.44
C -3.144385 -0.325217 -1.673366 -0.010 0.054 0.101 -0.03
C -4.466970 -0.571676 -2.049008 -0.050 0.074 0.040 -0.24
C -4.996705 -0.111510 -3.246322 0.032 0.008 -0.023 -0.86
C -4.200755 0.647249 -4.092559 -0.007 -0.017 0.033 -0.90
C -2.895538 0.935185 -3.720808 -0.024 0.022 -0.003 0.08
C -2.337475 0.460607 -2.529948 0.089 0.104 -0.009 -0.92
N -1.079745 0.871423 -2.105091 -0.053 -0.296 0.186 0.24
C -0.069618 0.979250 -2.896156 0.033 0.140 -0.132 0.41
N 0.943973 1.850337 -2.574694 0.065 -0.177 0.203 0.03
C 2.330984 1.394563 -2.673178 -0.023 0.060 -0.067 -0.52
C 0.706499 2.768112 -1.462186 -0.086 0.068 -0.089 -0.86
N 0.121637 0.291496 -4.085801 -0.085 0.028 -0.055 0.59
C 0.696078 0.939393 -5.239639 -0.012 -0.004 0.022 -1.37
C -0.519551 -0.976329 -4.347823 0.033 -0.003 0.067 -0.87
N -3.487168 -2.920651 -0.304300 -0.098 0.111 -0.145 0.50
C -4.760195 -3.435468 0.144609 0.043 -0.036 0.050 -1.25
C -3.121951 -3.313168 -1.650479 0.015 -0.025 0.027 -0.60
H -1.779685 -2.892903 2.935996 0.000 -0.004 -0.002 0.31
H -2.632366 -3.816453 1.679785 -0.007 -0.004 0.003 0.50
H -3.525506 -3.134288 3.052372 0.001 -0.006 0.012 0.24
H -3.119947 -0.386090 3.191587 -0.003 -0.021 0.004 0.32
H -2.576433 0.328550 1.660767 -0.007 0.023 -0.009 -0.36
H -1.448517 -0.595727 2.654052 0.008 0.030 -0.035 0.28
H -5.106605 -1.096746 -1.348648 0.002 -0.031 -0.016 0.40
H -6.027607 -0.327291 -3.502407 -0.007 0.016 0.015 0.35
H -4.599467 1.038578 -5.021483 0.006 -0.002 -0.004 0.33
H -2.281523 1.572819 -4.348033 -0.006 -0.005 -0.002 0.37
H 2.383321 0.470113 -3.243618 -0.004 0.009 -0.011 0.39
H 2.733036 1.204811 -1.676119 -0.016 -0.023 0.003 -0.31
H 2.954671 2.152951 -3.156014 0.002 0.011 0.010 0.28
H -0.308725 3.157940 -1.512837 0.014 -0.016 -0.024 0.39
H 1.424498 3.586810 -1.546779 0.011 0.001 0.006 0.28
H 0.838724 2.296966 -0.481921 0.048 0.003 -0.001 0.10
H 1.066042 1.924830 -4.970357 -0.001 0.002 0.003 0.40
H -0.058999 1.051981 -6.030992 -0.002 -0.009 -0.003 0.36
H 1.525868 0.352801 -5.649957 0.007 0.003 0.003 0.33
H -0.722532 -1.478481 -3.405176 -0.020 0.021 -0.007 0.08
H 0.172973 -1.602239 -4.918981 0.000 -0.010 0.008 0.32
H -1.451793 -0.867446 -4.914832 0.013 -0.003 -0.043 0.30
H -5.043943 -2.972433 1.087600 -0.002 0.001 -0.001 0.34
H -4.714893 -4.520939 0.289880 0.002 0.000 -0.002 0.28
H -5.549270 -3.230612 -0.593094 -0.001 0.007 0.000 0.36
H -2.148170 -2.897341 -1.894798 -0.023 0.034 -0.008 -0.14
H -3.847921 -2.979181 -2.399937 -0.030 -0.027 0.000 0.30
H -3.050451 -4.403569 -1.688704 0.033 -0.001 0.011 0.30
Te 2.949963 0.658450 1.403818 0.145 0.571 -0.568 -0.23
C 4.341714 1.734373 0.220048 -0.095 0.128 0.058 -0.67
C 5.473292 1.122093 -0.330395 0.061 0.035 -0.100 -0.16
C 6.404542 1.841627 -1.071966 -0.040 -0.041 0.027 -0.59
C 6.232160 3.202110 -1.292363 -0.015 0.024 -0.002 -0.42
C 5.115596 3.832358 -0.751884 -0.010 -0.034 0.035 -0.60
C 4.191178 3.111372 -0.006748 0.074 -0.039 -0.080 -0.02
H 5.619297 0.057897 -0.180168 -0.007 0.007 0.021 0.40
H 7.272643 1.333723 -1.480092 -0.012 -0.012 -0.013 0.36
H 6.953468 3.760901 -1.878174 0.002 0.009 0.013 0.33
H 4.965830 4.896013 -0.908147 -0.011 -0.005 -0.013 0.35
H 3.322543 3.611126 0.405751 0.010 0.009 0.024 0.44
O 0.199852 -4.480020 -1.888254 -0.002 0.050 -0.007 -0.87
C 0.208088 -3.288010 -1.630786 -0.024 0.037 -0.017 0.85
N 0.184907 -2.141430 -1.344330 0.073 -0.393 -0.167 -0.89
```
Positions in Å, forces in eV/Å.

Values from the calculation:
2S+1: 1
Net charge: -2
Maximum force: 1.0 eV/Å
Gap between HOMO and LUMO: 4.48 eV
ΔE to the lowest compared entry with this formula, charge and spin: 0.0 kcal per mole

***

(2)
Molecular formula: C3H9N3O
Method: DFT, ωB97M-V with the def2-TZVPD basis set

The geometry in XYZ format:
```
16
Properties=species:S:1:pos:R:3:forces:R:3:mulliken_charge:R:1
N -1.564264 -0.137187 1.879652 -0.239 -1.362 -0.818 -0.56
C -1.592160 -0.205396 0.384139 -0.120 0.141 0.251 -0.62
N -0.282293 -0.361579 -0.186879 0.947 -0.040 0.543 -0.35
C 0.740488 0.737676 0.140631 0.248 -2.487 0.378 -0.30
C 1.911848 0.455604 -0.814774 -0.876 1.054 -0.121 0.35
N 1.558755 -0.368116 -1.872713 -0.427 0.295 0.958 -0.39
O 3.003009 1.010219 -0.694291 -1.158 -1.155 -0.271 -0.62
H -2.021558 -0.976119 2.291598 0.581 0.781 -0.509 0.24
H -2.161134 0.609105 2.106064 -0.781 1.228 0.831 0.23
H -2.255105 -1.038682 0.085112 0.501 0.293 -0.215 0.32
H -2.014834 0.729780 -0.092462 0.279 -0.796 0.917 0.32
H 0.112890 -1.330773 -0.081524 -0.525 1.597 0.412 0.33
H 0.299647 1.699225 -0.099406 -0.075 0.123 0.075 0.27
H 1.198461 0.742154 1.197593 -1.088 -0.022 -1.432 0.24
H 2.403092 -0.660100 -2.263868 1.073 -0.883 -1.493 0.24
H 0.663157 -0.905811 -1.978873 1.660 1.232 0.494 0.31
```
Positions in Å, forces in eV/Å.

Values from the calculation:
2S+1: 1
Maximum force: 2.5 eV/Å
Gap between HOMO and LUMO: 10.12 eV
SMILES string: NCNCC(N)=O
ΔE to the lowest compared entry with this formula, charge and spin: 27.6 kcal per mole

***

(3)
Molecular formula: C5H12N3
Method: DFT, ωB97M-V with the def2-TZVPD basis set

The geometry in XYZ format:
```
20
Properties=species:S:1:pos:R:3:forces:R:3:mulliken_charge:R:1
H 1.259156 2.768921 -0.960723 -0.410 -1.332 -0.173 0.29
N 1.120360 1.725005 -1.164259 1.323 2.082 -1.613 -0.53
N 0.526310 1.213091 -0.263272 -0.825 -1.546 1.010 0.17
C 0.313094 -0.218884 -0.197873 -0.869 3.104 1.419 0.37
N 1.333958 -0.871766 0.188945 -0.021 -2.808 1.029 -0.10
C 2.714554 -0.427255 0.188415 0.799 -0.301 0.177 -0.92
C -1.138168 -0.525076 -0.018699 -0.153 -1.461 0.707 0.47
C -1.701924 -0.023491 1.356195 1.557 0.472 1.744 -1.24
C -1.899468 -0.000680 -1.237322 -1.561 -0.155 1.252 -1.46
H 1.148310 -1.747618 0.739425 0.157 0.892 -1.083 0.37
H 3.111898 -0.258389 -0.787965 -0.245 0.353 -0.831 0.35
H 3.382668 -1.200414 0.571273 -0.492 0.034 0.435 0.32
H 2.769116 0.474648 0.769582 0.311 0.374 0.353 0.38
H -1.243410 -1.611446 0.090305 0.180 -0.043 -0.601 0.36
H -1.436644 1.073916 1.442529 -0.847 -1.139 0.047 0.32
H -1.154258 -0.533141 2.288779 -1.097 0.894 -2.151 0.31
H -2.796528 -0.237028 1.488712 1.102 0.345 -0.467 0.37
H -2.853854 -0.606931 -1.281040 1.046 0.937 -0.365 0.37
H -1.323898 -0.055514 -2.132045 0.230 -0.410 -0.833 0.43
H -2.131276 1.062054 -1.080962 -0.185 -0.291 -0.055 0.36
```
Positions in Å, forces in eV/Å.

Values from the calculation:
2S+1: 1
Net charge: +1
Maximum force: 3.5 eV/Å
Gap between HOMO and LUMO: 9.63 eV
SMILES string: [H]/N=N/C(=[NH+]\C)C(C)C
ΔE to the lowest compared entry with this formula, charge and spin: 73.9 kcal per mole

***

(4)
Molecular formula: C3H6N5O3
Method: DFT, ωB97M-V with the def2-TZVPD basis set

The geometry in XYZ format:
```
17
Properties=species:S:1:pos:R:3:forces:R:3:mulliken_charge:R:1
N -1.571918 -0.170960 -1.444757 -0.308 0.648 0.365 -0.42
C -0.606173 -0.797877 -1.502432 -2.794 0.513 -1.431 0.50
N 0.368042 -1.624865 -1.632643 2.605 -1.271 -0.008 -0.23
C 1.488724 -1.420556 -0.659202 0.596 -0.614 0.182 -0.43
N 1.060517 -0.169889 0.113177 1.416 -1.500 -0.731 -0.20
C -0.134169 -0.156478 0.702516 1.932 -1.810 0.113 -0.17
N -0.598070 0.903600 1.327339 -2.439 0.662 0.379 0.18
O -1.710945 0.622326 2.071297 1.449 -1.884 1.328 -0.43
N -0.490312 2.284401 0.789575 0.368 -0.847 0.012 1.26
O 0.452941 2.413474 0.067327 -0.105 0.630 -0.003 -0.59
O -1.346548 2.992914 1.169795 -0.092 0.487 -0.099 -0.55
H 0.576072 -1.898878 -2.589128 0.162 -0.120 0.287 0.30
H 2.496473 -1.244169 -1.284295 -2.255 -0.208 1.910 0.34
H 1.568095 -2.385714 0.050053 -0.039 2.461 -1.508 0.28
H 1.606675 0.671404 -0.143587 -0.956 -0.498 0.616 0.31
H -0.652905 -1.160356 0.917284 0.793 1.850 -0.209 0.45
H -2.506499 1.141625 2.047683 -0.334 1.500 -1.203 0.38
```
Positions in Å, forces in eV/Å.

Values from the calculation:
2S+1: 1
Net charge: +1
Maximum force: 3.2 eV/Å
Gap between HOMO and LUMO: 9.39 eV
SMILES string: N#CNCN/C=[N+](/O)[N+](=O)[O-]
ΔE to the lowest compared entry with this formula, charge and spin: 157.6 kcal per mole

***

no.,E_HOMO (eV)
1,-0.96
2,-9.34
3,-14.24
4,-14.42